Model 1:
{
  "formula": "H34O17",
  "method": "ωB97M-V/def2-TZVPD",
  "lumo_ev": -0.41,
  "gap_ev": 10.20,
  "elements": ["O", "O", "O", "O", "O", "O", "O", "O", "O", "O", "O", "O", "O", "O", "O", "O", "O", "H", "H", "H", "H", "H", "H", "H", "H", "H", "H", "H", "H", "H", "H", "H", "H", "H", "H", "H", "H", "H", "H", "H", "H", "H", "H", "H", "H", "H", "H", "H", "H", "H", "H"],
  "xyz": [[-1.054, 4.567, 2.592], [-1.988, -1.906, -0.914], [-1.383, -4.942, 0.844], [3.310, -2.039, -0.979], [-2.809, 1.621, -3.210], [3.078, -1.796, 4.978], [1.345, -3.833, 3.356], [1.062, -0.339, -0.625], [-1.942, 1.188, -0.885], [-2.525, 3.424, 0.702], [3.863, -1.763, -3.962], [-4.656, -1.857, 0.037], [0.467, 4.396, -3.708], [2.004, 5.002, 1.469], [-0.012, -3.083, -2.107], [2.955, 3.258, -2.304], [-1.496, -1.521, 4.390], [1.092, 5.042, 1.507], [3.695, 2.772, -2.682], [-1.509, -4.792, 1.863], [2.232, -1.413, 5.416], [3.453, -1.684, -3.192], [-5.163, -1.082, 0.105], [-1.717, -2.089, -0.102], [-1.159, 1.052, -0.283], [1.841, -0.972, -0.459], [2.041, -3.417, 3.923], [2.791, 2.778, -1.463], [3.472, -0.990, 4.579], [3.704, -1.990, -0.120], [-1.703, 4.019, 2.122], [-1.955, 0.629, -1.497], [-0.742, -3.107, -1.505], [2.418, 4.388, 1.968], [-1.617, 5.239, 2.989], [-3.419, 3.167, 0.792], [-0.698, -1.891, 4.361], [2.765, -2.716, -0.875], [-2.509, 2.147, -4.067], [1.311, 4.339, -3.105], [-2.003, -2.245, 4.926], [-0.038, -2.224, -2.378], [-5.121, -2.687, -0.217], [1.018, -0.415, -1.625], [-2.705, -1.594, -1.194], [3.590, -2.666, -4.021], [1.820, -3.955, 2.603], [-2.159, 2.798, 0.048], [-3.758, 1.804, -3.140], [-0.291, 4.328, -3.402], [-0.727, -5.598, 0.730]]
}

***

Model 2:
{
  "formula": "H34O17",
  "method": "ωB97M-V/def2-TZVPD",
  "lumo_ev": -1.33,
  "gap_ev": 7.57,
  "elements": ["O", "O", "O", "O", "O", "O", "O", "O", "O", "O", "O", "O", "O", "O", "O", "O", "O", "H", "H", "H", "H", "H", "H", "H", "H", "H", "H", "H", "H", "H", "H", "H", "H", "H", "H", "H", "H", "H", "H", "H", "H", "H", "H", "H", "H", "H", "H", "H", "H", "H", "H"],
  "xyz": [[-21.553, -8.891, 2.706], [-17.421, -10.101, 5.210], [-23.291, -12.882, 4.606], [-17.860, -13.511, 4.187], [-23.705, -10.034, 4.338], [-21.255, -10.848, 7.076], [-20.185, -8.789, 8.331], [-20.125, -10.660, 1.306], [-22.479, -11.522, 2.229], [-22.452, -8.399, 6.076], [-20.386, -13.402, 5.886], [-18.718, -11.276, 7.333], [-19.567, -7.404, 5.717], [-20.263, -13.352, 2.649], [-18.679, -8.503, 3.089], [-20.185, -10.877, 4.501], [-17.602, -11.234, 2.411], [-20.250, -12.999, 4.986], [-24.040, -13.239, 5.071], [-21.657, -11.246, 1.863], [-19.310, -7.946, 2.588], [-19.846, -13.228, 1.747], [-17.830, -12.706, 3.692], [-16.609, -10.491, 5.581], [-16.996, -9.425, 4.695], [-19.168, -7.930, 5.086], [-20.448, -11.376, 7.320], [-22.497, -13.317, 4.834], [-17.258, -10.432, 2.809], [-19.607, -13.981, 5.877], [-20.557, -12.466, 2.840], [-20.497, -9.896, 1.755], [-20.621, -11.028, 5.293], [-18.212, -10.566, 6.935], [-16.954, -11.539, 1.774], [-21.578, -8.415, 5.837], [-20.459, -9.563, 7.777], [-19.309, -10.690, 4.691], [-23.102, -9.544, 4.879], [-20.899, -9.084, 3.385], [-17.630, -14.162, 3.509], [-22.523, -9.201, 6.607], [-18.450, -11.970, 6.711], [-22.463, -11.547, 3.203], [-19.238, -8.698, 8.034], [-22.008, -11.408, 7.251], [-18.876, -7.334, 6.347], [-21.759, -7.963, 2.873], [-17.816, -8.158, 2.850], [-19.305, -10.725, 1.745], [-23.599, -10.941, 4.685]]
}

***

model 2 is favored, and the nearest alternative lies 0.1668 hartree above it.

***

Model 1:
{
  "formula": "ClHNO2S",
  "method": "ωB97M-V/def2-TZVPD",
  "lumo_ev": 3.10,
  "gap_ev": 7.58,
  "total_charge": -1,
  "elements": ["Cl", "S", "O", "O", "N", "H"],
  "xyz": [[0.762, -1.627, 1.700], [0.024, 1.734, -0.861], [-0.602, 2.343, -2.006], [0.807, 2.589, -0.002], [-0.225, 0.272, -0.645], [0.191, -0.250, 0.156]]
}

***

Model 2:
{
  "formula": "ClHNO2S",
  "method": "ωB97M-V/def2-TZVPD",
  "lumo_ev": [2.63, 3.42],
  "gap_ev": [4.57, 6.60],
  "total_charge": -1,
  "elements": ["Cl", "S", "O", "O", "N", "H"],
  "xyz": [[0.043, 1.571, -1.306], [0.368, -0.493, 1.119], [1.469, -1.072, 1.892], [-0.609, 0.213, 2.012], [-0.323, 0.163, -2.130], [-0.948, -0.381, -1.587]]
}

***

model 1 is favored, and the nearest alternative lies 0.0926 hartree above it.

***

Model 1:
{
  "formula": "CH12O4S2",
  "method": "ωB97M-V/def2-TZVPD",
  "lumo_ev": 0.36,
  "gap_ev": 9.44,
  "elements": ["S", "S", "O", "O", "O", "O", "C", "H", "H", "H", "H", "H", "H", "H", "H", "H", "H", "H", "H"],
  "xyz": [[1.437, -0.805, -1.309], [1.847, 0.505, 0.235], [-1.143, -0.777, 0.954], [-0.766, 1.683, 2.501], [-0.648, 2.676, -1.040], [-1.973, -0.109, -1.703], [2.096, -2.355, -0.640], [-0.621, 2.146, 3.319], [-0.138, 2.128, 1.885], [-0.883, 1.775, -1.294], [-1.471, -0.539, -2.385], [-1.230, -0.088, 1.619], [-1.475, -0.379, -0.900], [3.135, -2.168, -0.403], [1.963, -3.113, -1.418], [-0.659, 3.101, -1.890], [-1.890, -1.350, 1.132], [0.887, 0.429, 1.138], [1.532, -2.760, 0.199]]
}

***

Model 2:
{
  "formula": "CH12O4S2",
  "method": "ωB97M-V/def2-TZVPD",
  "lumo_ev": 0.20,
  "gap_ev": 9.04,
  "elements": ["S", "S", "O", "O", "O", "O", "C", "H", "H", "H", "H", "H", "H", "H", "H", "H", "H", "H", "H"],
  "xyz": [[-2.821, -1.367, -1.390], [-2.172, 0.313, -0.340], [2.633, 0.478, -0.363], [0.304, -1.377, 1.747], [0.362, 2.201, 0.790], [2.703, -2.554, 0.439], [-2.096, 1.486, -1.660], [2.086, -3.286, 0.533], [-1.465, 0.948, -2.395], [0.116, -0.984, 2.603], [2.803, 1.216, 0.224], [-0.347, -1.042, 1.128], [0.169, 1.279, 0.555], [-3.651, -1.737, -0.438], [3.441, 0.243, -0.823], [-3.042, 1.720, -2.157], [2.269, -1.934, 1.044], [0.121, 2.169, 1.730], [-1.410, 2.226, -1.229]]
}

***

model 1 is favored, and the nearest alternative lies 0.0205 hartree above it.

***

Model 1:
{
  "formula": "CH12O4S2",
  "method": "ωB97M-V/def2-TZVPD",
  "lumo_ev": 0.43,
  "gap_ev": 9.44,
  "elements": ["S", "S", "O", "O", "O", "O", "C", "H", "H", "H", "H", "H", "H", "H", "H", "H", "H", "H", "H"],
  "xyz": [[-2.082, 2.133, -0.501], [-3.029, 1.035, -1.972], [1.821, 0.132, -1.474], [-1.139, -0.559, 1.465], [0.334, -2.054, -0.422], [2.325, -2.555, 3.168], [-0.489, 2.454, -1.261], [0.259, 2.613, -0.492], [-0.188, -1.540, 0.223], [-0.570, 0.103, 1.868], [1.279, -0.589, -1.118], [0.096, -2.964, -0.218], [-3.979, 1.940, -2.244], [-1.640, -0.094, 0.778], [2.725, -0.188, -1.439], [2.675, -1.700, 3.444], [-0.520, 3.313, -1.928], [-0.192, 1.586, -1.862], [2.315, -3.064, 3.986]]
}

***

Model 2:
{
  "formula": "CH12O4S2",
  "method": "ωB97M-V/def2-TZVPD",
  "lumo_ev": 0.40,
  "gap_ev": 8.51,
  "elements": ["S", "S", "O", "O", "O", "O", "C", "H", "H", "H", "H", "H", "H", "H", "H", "H", "H", "H", "H"],
  "xyz": [[2.398, -0.305, 1.042], [0.840, -1.646, 0.517], [-0.090, -0.196, -1.951], [0.467, 2.164, -0.928], [-3.126, -0.101, -1.240], [-1.962, 2.026, 0.510], [-0.720, -0.853, 1.161], [0.187, 0.142, -2.807], [-2.343, 2.917, 0.349], [3.180, -1.306, 1.526], [-3.897, -0.673, -0.757], [0.411, 1.412, -1.508], [-3.265, 0.776, -0.761], [-0.767, -0.753, 2.235], [-1.015, -0.001, -2.002], [-0.836, 0.037, 0.666], [1.320, 2.246, -0.510], [-1.221, 1.958, -0.122], [-1.569, -1.551, 0.671]]
}

***

model 1 is favored, and the nearest alternative lies 0.0329 hartree above it.

***

Model 1:
{
  "formula": "C6H5P",
  "method": "ωB97M-V/def2-TZVPD",
  "lumo_ev": [-0.56, -0.56],
  "gap_ev": [6.88, 6.87],
  "elements": ["P", "C", "C", "C", "C", "C", "C", "H", "H", "H", "H", "H"],
  "xyz": [[1.036, 1.974, -1.990], [-0.046, -0.882, -0.017], [0.337, 1.710, -0.331], [-0.657, 1.096, -1.288], [1.050, 1.198, 0.737], [0.753, -0.128, 0.941], [-0.670, -0.359, -1.145], [-0.175, -1.853, 0.412], [1.716, 1.920, 1.121], [1.388, -0.668, 1.609], [-1.613, 1.598, -1.672], [-1.215, -0.760, -2.004]]
}

***

Model 2:
{
  "formula": "C6H5P",
  "method": "ωB97M-V/def2-TZVPD",
  "lumo_ev": -0.43,
  "gap_ev": 8.04,
  "elements": ["P", "C", "C", "C", "C", "C", "C", "H", "H", "H", "H", "H"],
  "xyz": [[-1.662, -2.431, 0.586], [-1.161, 1.007, -0.784], [-1.624, -0.322, -0.431], [0.047, 1.180, -0.230], [0.507, -0.026, 0.554], [-0.693, -0.883, 0.517], [-2.153, -1.501, -1.017], [-0.675, -3.348, 0.141], [0.794, 0.216, 1.582], [0.682, 2.046, -0.308], [1.371, -0.501, 0.080], [-1.693, 1.712, -1.396]]
}

***

model 1 is favored, and the nearest alternative lies 0.0388 hartree above it.